Entry from the Open Molecules 2025 dataset: a molecular structure, C26H27IN8O5STi at a distorted geometry (wB97M-V/def2-TZVPD).

As for the energy above the lowest of the compared OMol25 structures with the same formula, charge and spin: 10.1 kcal/mol. Its net charge is +2. The calculation puts the largest force on an atom at 1.10 eV/A. For the HOMO energy, the calculation gives -13.11 eV.

Last column: Mulliken charge in e.
CARTESIAN COORDINATES (ANGSTROEM)
Ti  -0.633871  0.632324  0.972795  -1.074
C  0.575098  3.138606  -0.357398  -1.435
N  0.394323  1.693082  -0.705469  1.406
C  1.790859  1.228715  -1.060239  -1.333
C  2.026601  -0.109923  -1.726509  0.336
C  3.118513  -0.206419  -2.584177  -0.951
C  3.469398  -1.451231  -3.080834  -0.771
C  2.705061  -2.548595  -2.721862  -1.092
C  1.624350  -2.346173  -1.882045  -0.459
N  1.292149  -1.155787  -1.381393  0.885
C  -0.515976  1.643765  -1.886429  -1.083
C  -1.125531  0.289640  -2.010711  0.302
C  -1.458404  -0.277584  -3.226100  -1.200
C  -1.998570  -1.549822  -3.239354  -0.757
C  -2.162263  -2.219709  -2.035822  -1.322
C  -1.799165  -1.589194  -0.866561  -0.293
N  -1.305152  -0.342233  -0.849726  2.006
C  -0.580723  3.698327  0.405975  0.439
C  -0.856641  5.054155  0.420335  -1.206
C  -1.824606  5.525168  1.291093  -0.491
C  -2.479188  4.626847  2.120974  -1.098
C  -2.175826  3.286354  2.018882  -0.081
N  -1.254354  2.821847  1.159051  0.477
H  0.758915  3.699718  -1.274962  0.699
H  1.464427  3.226456  0.264504  0.599
H  2.358796  1.269328  -0.127402  0.423
H  2.209704  1.996205  -1.715634  0.637
H  3.696243  0.672513  -2.843067  0.520
H  4.323916  -1.560736  -3.735436  0.475
H  2.938829  -3.540553  -3.083103  0.507
H  1.000419  -3.182487  -1.580280  0.479
H  0.030582  1.929256  -2.787132  0.598
H  -1.303867  2.384783  -1.728659  0.692
H  -1.285388  0.272477  -4.141752  0.604
H  -2.267633  -2.023572  -4.174485  0.458
H  -2.557219  -3.225406  -1.998798  0.550
H  -1.880907  -2.099204  0.077827  0.602
H  -0.303726  5.725763  -0.223441  0.546
H  -2.055692  6.581721  1.332994  0.457
H  -3.221536  4.953740  2.835677  0.478
H  -2.679782  2.552694  2.626150  0.517
N  -2.264294  -0.740570  2.147339  -0.277
N  -3.612259  -0.958056  1.855541  -0.525
C  -4.290201  -0.128277  1.040989  1.013
N  -5.585775  -0.393517  0.866167  -0.484
S  -3.551673  1.171866  0.291693  -0.391
H  -1.764713  -1.633498  2.088200  0.327
H  -2.171137  -0.400597  3.100166  0.426
H  -4.089183  -1.671687  2.385195  0.250
H  -6.050345  -1.172559  1.305494  0.197
H  -6.128413  0.211750  0.274362  0.227
I  6.511900  -3.937329  0.530332  0.198
C  4.554090  -3.356310  0.880769  -0.172
C  4.247303  -2.003547  1.006256  -0.704
C  2.939688  -1.613677  1.221078  -0.184
C  1.934576  -2.573652  1.314489  0.075
C  2.250233  -3.929110  1.215628  -0.806
C  3.556895  -4.320990  0.994534  -0.544
C  0.527949  -2.205026  1.477604  0.777
O  -0.401575  -2.951905  1.678074  -0.731
O  0.245235  -0.879346  1.306616  0.900
H  5.033868  -1.263243  0.940183  0.467
H  2.700223  -0.564608  1.325581  0.467
H  1.461089  -4.665243  1.302381  0.515
H  3.802885  -5.370622  0.909677  0.427
O  1.137333  1.840875  4.033080  -0.543
N  0.557303  1.488166  3.072227  0.906
O  -0.619208  0.978712  3.065806  -0.495
O  1.016045  1.567146  1.873060  -0.365

Atoms 1-6, force components in eV/Å:
-1.1 -0.1 0.3
0.1 -0.1 -0.1
0.0 0.1 -0.1
-0.1 0.1 0.1
0.1 0.1 0.0
0.0 0.1 0.0



Entry from the Open Molecules 2025 dataset: a single C26H27N3O4S molecule (wB97M-V/def2-TZVPD).

As for the energy above the lowest of the compared OMol25 structures with the same formula, charge and spin: 4.6 kcal/mol. Its net charge is 0. As for the SMILES: O=C(NCC(=O)N(c1ccccc1)[C@@H](C(=O)NC[C@@H]1CCCO1)c1ccccc1)c1cccs1. The calculation puts the largest force on an atom at 0.77 eV/A. For the HOMO energy, the calculation gives -8.73 eV.

Last column: Mulliken charge in e.
CARTESIAN COORDINATES (ANGSTROEM)
O  -3.779406  -1.436151  1.940545  -0.690
C  -3.051296  -1.727061  1.007596  0.263
N  -1.722709  -1.961746  1.159005  -0.085
C  -1.041949  -1.622354  2.387092  -1.078
C  0.125288  -0.706010  2.054543  0.692
O  1.272684  -0.986146  2.351953  -0.656
N  -0.165740  0.381128  1.292384  0.704
C  -1.475940  0.858323  1.045760  -0.239
C  -1.986567  0.916375  -0.245117  0.758
C  -3.258984  1.411568  -0.459277  -1.328
C  -4.029168  1.844741  0.605890  -0.590
C  -3.518431  1.792563  1.891011  -1.022
C  -2.241610  1.312449  2.112714  -0.517
C  0.955828  0.899790  0.512910  0.660
C  1.308930  -0.166020  -0.541312  -0.632
O  0.512819  -1.022221  -0.885766  -0.674
N  2.547161  -0.051088  -1.039227  0.039
C  3.143815  -1.021144  -1.925374  -1.076
C  4.196508  -1.851623  -1.175682  0.244
C  3.600302  -2.737333  -0.060839  -0.445
C  4.184398  -2.156869  1.229942  -0.155
C  5.439050  -1.449485  0.721326  -0.596
O  5.102310  -0.946634  -0.556820  -0.513
C  0.655620  2.262899  -0.056220  -0.048
C  0.395692  3.305921  0.826039  -0.365
C  0.084906  4.565468  0.350358  -0.852
C  0.038393  4.799720  -1.013830  -0.441
C  0.304856  3.768627  -1.896636  -0.960
C  0.609721  2.504273  -1.421852  0.053
C  -3.557086  -1.870804  -0.361417  0.388
C  -2.911964  -2.080818  -1.551187  -0.266
C  -3.792907  -2.091344  -2.648222  -0.680
C  -5.086961  -1.886150  -2.277911  -0.434
S  -5.260347  -1.673935  -0.586425  -0.099
H  -1.138737  -2.055974  0.339579  0.117
H  -0.631873  -2.518658  2.865397  0.438
H  -1.776918  -1.165196  3.054752  0.431
H  -1.400574  0.545947  -1.070830  0.440
H  -3.654418  1.442494  -1.463960  0.484
H  -5.028307  2.215468  0.435553  0.439
H  -4.115644  2.125901  2.725586  0.459
H  -1.835008  1.280825  3.113017  0.561
H  1.805168  0.976153  1.207464  0.723
H  3.204555  0.584048  -0.611580  0.383
H  3.623594  -0.492232  -2.753786  0.409
H  2.353636  -1.668572  -2.307957  0.367
H  4.739775  -2.465347  -1.910326  0.422
H  3.907703  -3.773187  -0.200059  0.456
H  2.513633  -2.697176  -0.060539  -0.055
H  3.487146  -1.449129  1.676472  -0.124
H  4.417237  -2.922608  1.965259  0.469
H  6.275047  -2.159127  0.633502  0.287
H  5.753297  -0.604697  1.335578  0.363
H  0.432097  3.123114  1.890007  0.414
H  -0.120327  5.365929  1.045155  0.409
H  -0.204876  5.783219  -1.386734  0.413
H  0.270828  3.944966  -2.961388  0.412
H  0.806494  1.705095  -2.121124  0.393
H  -1.848646  -2.208186  -1.651045  0.624
H  -3.478751  -2.243228  -3.665634  0.424
H  -5.953368  -1.848763  -2.908286  0.483

Atoms 1-6, force components in eV/Å:
-0.2 0.0 0.0
0.3 -0.2 0.2
0.2 -0.2 0.0
0.0 -0.3 0.2
-0.2 -0.2 0.3
0.1 -0.2 0.0